Density functional theory data (ωB97M-V with the def2-TZVPD basis set) for a molecular structure, C36H50BrN3OP2W.

Geometry (Å):
C (-0.2673, 4.5234, -4.2517)
C (-0.4199, 3.1709, -4.6114)
C (-0.7773, 2.9062, -5.9577)
C (-1.0039, 4.0032, -6.8088)
N (-0.8910, 5.2711, -6.4151)
C (-0.5428, 5.5402, -5.1661)
C (-0.2778, 2.2519, -3.4916)
C (0.1180, 2.5290, -2.2253)
C (-0.7830, 2.3121, -1.0771)
C (-0.0971, 1.5418, -0.1278)
C (-0.7523, 0.5337, 0.5954)
C (-2.1666, 0.5390, 0.6594)
C (-2.8521, 1.1954, -0.3485)
C (-2.1145, 1.9126, -1.3298)
W (-0.2967, 0.5284, -2.1362)
P (1.6245, -0.3009, -1.0141)
H (-0.8660, 1.8962, -6.3554)
H (0.0563, 4.7819, -3.2492)
H (-1.2864, 3.8646, -7.8560)
H (-0.4519, 6.5749, -4.8403)
H (-2.6036, 2.3951, -2.1773)
H (0.9530, 1.7991, 0.0061)
H (-3.9407, 1.1792, -0.4022)
H (-0.1598, -0.0899, 1.2562)
C (1.5258, -1.7915, 0.0458)
C (2.4360, -2.9561, -0.3235)
H (0.4705, -2.1077, 0.0575)
H (1.7303, -1.4235, 1.0650)
H (2.2743, -3.7601, 0.4059)
H (2.2100, -3.3522, -1.3210)
H (3.4954, -2.6800, -0.2731)
C (1.8174, -0.6181, -2.7887)
C (3.0979, -0.0243, -3.4154)
H (0.9329, -0.2379, -3.4076)
H (1.8475, -1.7109, -2.8608)
H (3.0487, -0.1715, -4.5007)
H (3.1972, 1.0550, -3.2596)
H (4.0128, -0.5167, -3.0566)
C (3.0130, 0.6514, -0.3006)
C (4.3407, -0.0657, -0.1903)
H (2.6844, 0.9495, 0.7069)
H (3.1065, 1.5667, -0.8986)
H (5.1086, 0.6692, 0.0650)
H (4.3313, -0.8055, 0.6113)
H (4.6475, -0.5565, -1.1144)
Br (-3.0113, -0.4790, 1.9745)
P (-2.6448, -3.0542, -2.9893)
C (-0.8958, -3.4426, -2.6495)
C (-0.6063, -4.9147, -2.9820)
H (-0.6988, -3.2098, -1.5922)
H (-0.2858, -2.7718, -3.2736)
H (0.4732, -5.1002, -3.0182)
H (-1.0385, -5.5952, -2.2377)
H (-1.0262, -5.1838, -3.9603)
C (-3.4799, -3.2724, -1.3725)
C (-4.7899, -4.0666, -1.4965)
H (-3.6494, -2.2668, -0.9628)
H (-2.7747, -3.8003, -0.7128)
H (-5.2032, -4.2565, -0.4990)
H (-5.5405, -3.5179, -2.0783)
H (-4.6284, -5.0379, -1.9821)
C (-2.8490, -1.3175, -3.4520)
C (-3.2565, -1.2374, -4.9345)
H (-1.8946, -0.7478, -3.2563)
H (-3.6344, -0.8969, -2.8067)
H (-3.4994, -0.2070, -5.2123)
H (-2.4443, -1.5812, -5.5867)
H (-4.1358, -1.8603, -5.1471)
C (0.6164, 2.1454, 7.2081)
N (1.1723, 2.1311, 5.8738)
N (1.1789, 1.0151, 5.1274)
C (1.8129, 1.2553, 3.8971)
O (1.8980, 0.4007, 2.9992)
C (2.2276, 2.6370, 4.0039)
C (1.8007, 3.1256, 5.2139)
C (1.9386, 4.4747, 5.8137)
C (0.5835, -0.1926, 5.5809)
C (-0.8071, -0.2650, 5.7132)
C (-1.3735, -1.4000, 6.2871)
C (-0.5480, -2.4546, 6.7065)
C (0.8423, -2.3824, 6.5408)
C (1.4115, -1.2552, 5.9522)
H (1.1427, 1.4528, 7.8775)
H (-0.4484, 1.8901, 7.1988)
H (0.7288, 3.1584, 7.5976)
H (2.7592, 3.1685, 3.2330)
H (0.9783, 4.8644, 6.1813)
H (2.6586, 4.4914, 6.6471)
H (2.3072, 5.1620, 5.0415)
H (-1.4164, 0.5753, 5.3745)
H (-2.4588, -1.4561, 6.4059)
H (-0.9953, -3.3429, 7.1603)
H (1.4870, -3.2022, 6.8679)
H (2.4881, -1.1523, 5.8027)

Forces on the atoms, in the same order (eV/Å):
-0.13 0.49 0.13
-0.09 -0.42 -0.06
-0.05 0.14 -0.08
0.16 -0.63 0.24
-0.15 0.16 -0.06
0.31 -0.54 0.53
1.37 1.15 -0.64
-2.20 -0.32 -0.44
1.35 0.48 -0.75
0.92 0.49 0.63
-0.43 0.12 1.28
0.42 -0.83 -0.22
-0.35 0.31 0.02
-0.51 0.29 -0.77
-1.24 1.23 1.26
1.60 -1.00 -0.04
-0.05 0.19 0.18
-0.04 0.04 -0.08
0.12 -0.11 0.37
-0.06 -0.09 -0.33
-0.21 -0.15 0.35
-0.50 0.01 0.58
0.20 -0.13 0.00
-0.13 0.01 0.19
-0.80 -0.12 0.01
0.27 -0.20 0.01
0.24 -0.03 0.03
0.06 0.08 -0.22
0.05 0.15 -0.22
0.11 0.02 0.18
-0.29 -0.12 -0.12
1.74 -0.87 0.63
-0.12 0.28 -0.87
0.30 -0.22 -0.65
-0.37 0.10 -0.39
0.13 0.00 0.20
-0.11 -0.19 0.13
-0.54 0.05 -0.03
-0.68 1.04 -0.26
0.42 -0.52 0.06
-0.08 -0.10 -0.07
-0.02 -0.05 0.05
-0.11 -0.05 -0.04
-0.01 0.06 -0.05
0.04 0.07 0.13
-0.04 0.12 -0.18
0.64 0.54 2.16
0.20 -0.04 -0.83
0.14 -0.42 -0.05
-0.22 -0.01 -0.15
-0.09 -0.20 0.00
-0.26 0.04 0.05
0.07 0.20 -0.14
0.22 0.05 0.21
-0.39 -0.75 -0.17
-0.38 -0.10 0.13
0.03 -0.09 -0.16
-0.12 0.07 -0.29
0.07 0.07 -0.26
0.14 -0.12 0.14
0.00 0.25 0.17
-0.46 0.15 -0.63
0.20 0.38 -0.38
-0.32 -0.37 -0.19
0.24 -0.09 -0.15
0.01 -0.19 0.04
-0.17 0.05 0.11
0.17 0.18 0.17
-0.23 0.29 0.63
-0.01 -0.14 0.01
-0.03 -0.67 -0.64
-0.06 0.59 0.72
-0.26 0.26 -0.26
-0.09 -0.38 -0.53
0.10 0.17 0.01
0.20 0.63 -0.07
-0.31 -0.63 0.25
0.24 -0.05 0.01
0.11 -0.11 -0.09
0.04 0.08 -0.06
-0.19 -0.06 -0.16
-0.08 0.27 0.05
-0.03 0.05 -0.29
0.26 0.05 -0.05
0.00 -0.22 -0.05
0.05 0.09 0.12
0.27 -0.14 -0.13
-0.23 -0.10 -0.27
-0.09 -0.15 0.30
0.07 -0.22 0.18
0.41 -0.05 0.02
0.18 0.35 -0.11
-0.29 0.28 -0.10
-0.29 -0.14 0.17

Summary:
**HOMO level (alpha / beta)**: -16.4 / -16.3 eV
**HOMO-LUMO gap (alpha / beta)**: 2.3 / 2.3 eV
**Total charge**: +4
**Spin multiplicity**: 3
**LUMO level (alpha / beta)**: -14.1 / -14.0 eV
**Calculated total energy**: -135057.1148 eV
**Energy relative to the best compared isomer or geometry (same formula, charge and spin)**: 50.1 kcal/mol

Density functional theory data (ωB97M-V with the def2-TZVPD basis set) for a gas-phase ion, C3HN2O5 (charge -1).

Geometry (Å):
C (-2.5575, -0.0832, -0.2031)
C (-0.5775, -0.8684, -1.4586)
C (-1.6281, 1.0147, -0.6622)
N (0.6983, -0.6735, 0.5781)
N (-3.2623, -0.3394, 0.6928)
O (-1.8692, 2.2135, -0.4459)
O (-4.0486, -0.9291, 1.3496)
O (-1.0066, -1.5609, -2.3950)
O (-0.6863, 0.5367, -1.4239)
O (0.1876, -1.3037, -0.5225)
H (0.5989, 0.2936, 0.3279)

Forces on the atoms, in the same order (eV/Å):
3.13 1.26 -4.41
-3.76 0.91 -4.23
-5.16 0.72 4.21
-0.24 -0.37 -0.64
0.98 1.62 1.86
1.16 -0.99 -1.24
-2.95 -2.08 1.90
1.94 1.91 2.77
3.03 -1.01 -2.30
2.07 -3.22 2.01
-0.19 1.27 0.07

Summary:
**HOMO level (alpha / beta)**: -1.1 / -4.6 eV
**HOMO-LUMO gap (alpha / beta)**: 4.8 / 6.5 eV
**Total charge**: -1
**Spin multiplicity**: 3
**LUMO level (alpha / beta)**: 3.7 / 1.9 eV
**Calculated total energy**: -16338.6296 eV

Density functional theory data (ωB97M-V with the def2-TZVPD basis set) for a molecular structure, C27H44BrNOP2PdS.

Geometry (Å):
C (-4.7511, -3.3496, -0.9022)
C (-3.7655, -2.5462, -1.5079)
C (-4.1907, -1.3978, -2.2070)
C (-5.5156, -0.9831, -2.0585)
N (-6.3938, -1.6952, -1.3600)
C (-6.0538, -2.8516, -0.8135)
C (-2.3688, -2.8911, -1.4447)
C (-1.1381, -2.9342, -1.3778)
C (0.2881, -2.7940, -1.4636)
C (1.0855, -2.0688, -0.5123)
C (2.3571, -1.5572, -0.8706)
C (2.8339, -1.8374, -2.1559)
C (2.3207, -2.9245, -2.8134)
C (1.0461, -3.3763, -2.4911)
Pd (1.4049, 0.0892, -0.0740)
P (-0.6016, 0.2878, 1.1205)
H (-3.5008, -0.8195, -2.8265)
H (-4.5052, -4.3100, -0.4586)
H (-5.8570, -0.0368, -2.5003)
H (-6.8216, -3.3933, -0.2563)
H (0.5654, -4.1990, -3.0253)
H (0.7711, -2.0342, 0.5255)
H (2.8392, -3.4111, -3.6363)
H (3.0147, -0.9748, -0.1916)
C (-0.1725, 1.4361, 2.4752)
C (-1.3025, 2.2838, 3.0287)
H (0.6368, 2.0734, 2.0851)
H (0.2982, 0.8242, 3.2579)
H (-0.8907, 2.9272, 3.8147)
H (-1.7398, 2.9351, 2.2621)
H (-2.0864, 1.6689, 3.4867)
C (-1.7630, 1.0464, -0.0493)
C (-3.2057, 1.1233, 0.4327)
H (-1.6910, 0.4323, -0.9600)
H (-1.3738, 2.0403, -0.3091)
H (-3.7489, 1.8427, -0.1920)
H (-3.7052, 0.1512, 0.3309)
H (-3.2841, 1.4696, 1.4724)
C (-1.4842, -1.2229, 1.6924)
C (-2.4422, -1.0376, 2.8670)
H (-0.7180, -1.9701, 1.9387)
H (-1.9942, -1.6227, 0.8022)
H (-2.7967, -2.0266, 3.1823)
H (-1.9505, -0.5693, 3.7292)
H (-3.3280, -0.4550, 2.5882)
Br (4.1779, -0.7177, -2.8364)
P (2.0139, 2.0174, -1.0211)
C (0.8557, 3.3640, -0.6926)
C (1.5346, 4.7231, -0.7837)
H (0.4205, 3.1814, 0.3030)
H (0.0229, 3.2833, -1.4067)
H (0.8188, 5.5037, -0.5052)
H (2.3880, 4.7747, -0.0979)
H (1.8711, 4.9329, -1.8076)
C (3.6701, 2.3058, -0.4063)
C (4.6795, 2.7657, -1.4542)
H (3.9968, 1.3615, 0.0556)
H (3.6044, 3.0230, 0.4231)
H (5.6927, 2.7579, -1.0286)
H (4.6887, 2.0866, -2.3167)
H (4.4733, 3.7922, -1.7856)
C (1.7280, 1.5439, -2.7584)
C (1.6687, 2.7417, -3.6850)
H (0.8089, 0.9335, -2.7729)
H (2.5226, 0.8409, -3.0502)
H (1.6062, 2.3949, -4.7217)
H (0.7739, 3.3304, -3.4602)
H (2.5690, 3.3609, -3.5906)
C (2.5095, -2.1248, 4.6629)
S (2.5503, -2.1078, 2.8584)
C (1.3116, -3.3695, 2.5118)
O (1.9216, -0.7890, 2.4528)
H (2.8682, -3.1137, 4.9789)
H (1.4784, -1.9347, 4.9900)
H (3.1976, -1.3367, 4.9932)
H (0.4679, -3.2282, 3.1957)
H (0.9710, -3.3130, 1.4723)
H (1.8170, -4.3261, 2.6491)

Forces on the atoms, in the same order (eV/Å):
-0.01 0.48 0.27
-0.44 -0.51 -0.42
-0.01 0.17 0.31
0.59 -0.50 -0.06
-0.96 0.59 0.09
0.86 -0.13 -0.29
2.38 0.15 0.04
-2.02 0.11 -0.25
1.37 -0.33 -0.22
-0.69 -0.12 0.92
0.61 -0.41 -0.57
-0.03 -0.49 0.79
0.35 -0.17 -1.16
-1.74 -0.22 0.55
-1.95 0.84 -0.09
1.46 -0.50 -1.06
-0.09 -0.18 0.42
0.12 0.23 0.02
0.06 -0.51 0.15
0.15 0.12 -0.27
0.30 0.40 -0.25
0.08 -0.22 -0.61
-0.07 0.40 -0.02
0.23 -0.70 0.09
-0.56 -0.04 0.30
0.11 0.38 0.56
-0.26 -0.30 0.04
-0.13 0.08 -0.23
-0.23 0.08 -0.03
0.01 -0.17 0.16
0.07 0.22 -0.19
-0.46 0.25 0.31
-0.49 0.37 -0.29
0.02 0.17 0.20
-0.10 -0.30 0.11
-0.17 -0.17 0.10
0.07 0.23 0.14
-0.01 -0.15 -0.37
-0.07 0.47 0.30
-0.25 -0.55 0.07
-0.23 0.33 0.02
0.08 0.21 0.26
-0.06 0.14 0.14
-0.11 -0.08 -0.20
0.29 -0.06 0.15
1.08 -0.81 -0.12
-1.75 -2.50 0.91
0.27 0.73 0.06
-0.52 0.51 0.05
0.23 0.28 -0.32
0.29 -0.03 0.12
0.22 0.13 0.01
-0.14 0.11 -0.20
0.03 -0.07 0.28
1.27 0.67 -0.36
0.59 0.23 0.16
-0.14 0.37 -0.29
-0.06 -0.06 -0.14
-0.13 0.03 -0.15
-0.07 0.28 0.16
-0.01 -0.26 -0.07
0.78 0.42 -0.42
-0.13 -0.23 -0.64
0.22 0.45 0.13
-0.51 0.64 0.12
-0.09 0.24 -0.04
0.23 0.17 -0.20
-0.24 -0.03 -0.02
-0.10 -0.37 -0.27
-0.32 1.07 -0.61
0.11 -0.31 0.58
0.53 -0.93 0.65
-0.12 0.29 0.14
0.33 -0.02 0.00
-0.25 -0.25 -0.07
0.13 -0.22 -0.08
0.41 -0.03 0.49
-0.21 -0.13 0.19

Summary:
**HOMO level**: -5.4 eV
**HOMO-LUMO gap**: 5.8 eV
**LUMO level**: 0.4 eV
**Calculated total energy**: -135180.9596 eV
**Energy relative to the best compared isomer or geometry (same formula, charge and spin)**: 78.3 kcal/mol

Density functional theory data (ωB97M-V with the def2-TZVPD basis set) for 4 unconnected molecules or ions with the total composition C3H13NO3.

Geometry (Å):
N (-1.6342, -2.6754, 2.6352)
C (-0.5742, -1.9602, 1.8452)
C (-1.4790, 0.3555, 1.9356)
C (-1.0467, -0.6836, 1.1996)
H (-1.6603, -2.1848, 3.5307)
H (-2.5191, -2.3421, 2.2486)
H (0.3025, -1.9863, 2.4882)
H (-0.3597, -2.6626, 1.0307)
H (-2.1167, 1.0151, 1.3559)
H (-1.0121, 0.7572, 2.8252)
H (-1.5210, -0.8031, 0.2267)
H (3.5207, 1.5551, -2.7525)
H (3.5287, 2.3585, -1.4291)
O (4.0894, 1.9056, -2.0636)
H (0.5881, 2.7180, -2.9138)
H (0.3783, 1.9129, -1.7504)
O (1.1247, 2.3352, -2.2037)
H (-1.5601, -0.8218, -2.2912)
H (-1.6122, 0.4865, -1.7079)
O (-0.9503, -0.2064, -1.8550)

Forces on the atoms, in the same order (eV/Å):
-0.17 1.40 0.05
0.26 -1.76 -0.79
0.99 0.62 -2.03
-1.63 -0.28 2.08
0.11 -0.29 0.11
-0.03 -0.47 -0.17
0.18 0.69 -0.11
0.32 0.14 0.08
-0.04 0.51 0.47
-0.37 -0.50 0.44
0.40 -0.10 0.19
-0.32 0.13 0.21
-0.31 -0.09 -0.25
0.65 -0.04 0.05
0.72 0.30 -0.28
0.68 -0.42 0.46
-1.31 0.08 -0.21
0.66 -0.43 -0.13
0.46 0.32 0.31
-1.22 0.21 -0.47

Summary:
**HOMO level**: -9.4 eV
**HOMO-LUMO gap**: 9.5 eV
**LUMO level**: 0.1 eV
**Calculated total energy**: -10952.5904 eV
**Energy relative to the best compared isomer or geometry (same formula, charge and spin)**: 50.3 kcal/mol

Density functional theory data (ωB97M-V with the def2-TZVPD basis set) for C5H7NO in the gas phase.

Geometry (Å):
C (-0.1764, 1.3643, 0.6789)
C (0.9474, 1.1194, -0.3672)
C (0.4947, 0.1917, -1.4298)
C (-0.0082, -0.9917, -1.1796)
C (0.0415, -1.5042, 0.1890)
H (0.2712, 1.6541, 1.6727)
H (-0.8898, 2.1387, 0.4748)
H (1.8608, 0.7905, 0.2118)
H (1.2666, 2.0848, -0.8415)
H (0.7001, 0.4578, -2.4345)
H (-0.4464, -1.6712, -1.9113)
H (0.5572, -2.4710, 0.3876)
N (-0.3652, -0.9403, 1.2464)
O (-1.0695, 0.3151, 0.7960)

Forces on the atoms, in the same order (eV/Å):
0.66 0.57 1.17
0.89 1.29 0.74
0.84 0.21 -0.09
-0.74 -1.30 0.31
0.37 -1.19 0.68
-0.17 -0.44 -0.78
0.08 0.94 -0.73
-0.90 -0.11 -0.77
-0.39 -0.69 0.53
-0.29 0.47 -0.93
0.52 0.23 -0.15
-0.45 0.53 -0.26
-0.70 1.72 -0.69
0.27 -2.22 0.98

Summary:
**HOMO level**: -9.7 eV
**HOMO-LUMO gap**: 10.6 eV
**LUMO level**: 0.9 eV
**Calculated total energy**: -8832.8789 eV
**Energy relative to the best compared isomer or geometry (same formula, charge and spin)**: 76.7 kcal/mol

Density functional theory data (ωB97M-V with the def2-TZVPD basis set) for C5H8N2 in the gas phase.

Geometry (Å):
C (-1.8250, 0.2793, 0.2520)
C (-0.5131, -0.2844, -0.2323)
C (0.6239, 0.6157, -0.5826)
C (0.2531, 1.9964, -0.8304)
N (-0.2302, 2.9498, -1.2762)
N (0.5815, -0.0721, 0.6980)
C (1.5180, -1.1820, 0.8230)
H (-1.6425, 1.0947, 0.9577)
H (-2.4564, 0.6620, -0.5525)
H (-2.3554, -0.5171, 0.7787)
H (-0.5598, -1.1890, -0.8427)
H (1.3716, 0.2677, -1.2920)
H (1.7819, -1.6236, -0.1503)
H (1.0513, -1.9619, 1.4320)
H (2.4362, -0.8635, 1.3217)

Forces on the atoms, in the same order (eV/Å):
-0.03 -0.05 -0.04
-0.19 0.02 -0.01
0.08 0.10 -0.39
-0.52 0.75 -0.33
0.68 -0.64 0.67
-0.01 -0.02 -0.02
0.14 -0.12 -0.03
0.01 -0.14 -0.14
0.07 -0.12 -0.04
-0.10 0.12 -0.02
0.13 -0.06 0.41
-0.16 -0.09 0.00
-0.01 0.03 0.08
0.05 0.15 -0.05
-0.12 0.07 -0.07

Summary:
**HOMO level**: -9.9 eV
**HOMO-LUMO gap**: 10.8 eV
**LUMO level**: 0.9 eV
**Calculated total energy**: -8293.1920 eV
**Energy relative to the best compared isomer or geometry (same formula, charge and spin)**: 41.6 kcal/mol

Density functional theory data (ωB97M-V with the def2-TZVPD basis set) for a gas-phase ion, H2I3P2 (charge +1).

Geometry (Å):
P (-3.0115, -0.5559, 1.7606)
P (-1.0223, -1.1066, 1.2921)
I (2.5413, -1.7073, 2.9936)
I (0.6485, -0.1581, 3.4425)
I (-0.9200, -3.5996, 1.3478)
H (-2.7752, 0.2353, 2.8436)
H (-2.6791, 0.4367, 0.7455)

Forces on the atoms, in the same order (eV/Å):
-1.25 -0.29 -1.32
1.96 -1.48 -0.22
1.93 -1.57 -0.46
-2.41 1.18 0.08
-0.12 1.47 0.31
0.40 0.80 0.91
-0.51 -0.12 0.70

Summary:
**HOMO level**: -13.3 eV
**HOMO-LUMO gap**: 6.7 eV
**Total charge**: +1
**LUMO level**: -6.6 eV
**Calculated total energy**: -42903.4864 eV
**Energy relative to the best compared isomer or geometry (same formula, charge and spin)**: 41.8 kcal/mol

Density functional theory data (ωB97M-V with the def2-TZVPD basis set) for 2 unconnected molecules or ions with the total composition C3H11N2.

Geometry (Å):
C (-0.4170, 0.3343, 2.8860)
C (-0.3120, 0.7538, -0.8285)
C (0.5251, -0.3901, -1.2495)
N (1.0724, -0.4535, -2.5907)
N (-0.7699, -0.2396, 1.5705)
H (0.6450, 0.5208, 2.8559)
H (-0.5269, -0.3869, 3.7054)
H (-0.9759, 1.2389, -1.5293)
H (0.2604, 1.4658, -0.2447)
H (0.0622, -1.3576, -0.9787)
H (1.4324, -0.3707, -0.6380)
H (0.8940, -1.3580, -3.0197)
H (0.6225, 0.2324, -3.1949)
H (-0.7961, 0.2925, 0.5263)
H (-1.4931, -0.9266, 1.7289)
H (-0.9511, 1.2693, 3.0378)

Forces on the atoms, in the same order (eV/Å):
0.53 1.06 -1.49
1.94 0.63 -1.74
1.10 -0.55 1.20
-1.71 0.35 -0.79
1.07 -1.34 -0.48
0.37 0.46 0.05
-0.76 -0.03 -0.51
-0.78 -0.27 0.06
-0.46 0.16 0.62
-0.15 0.11 0.14
-0.27 -0.02 0.63
0.06 0.02 0.03
0.41 0.07 -0.23
-0.40 -0.98 2.85
-0.84 0.34 -0.97
-0.10 -0.01 0.63

Summary:
**HOMO level**: -14.0 eV
**HOMO-LUMO gap**: 5.9 eV
**Total charge**: +1
**LUMO level**: -8.1 eV
**Calculated total energy**: -6257.5025 eV
**Energy relative to the best compared isomer or geometry (same formula, charge and spin)**: 140.2 kcal/mol

no.,F_max (eV/A)
1,2.316
2,6.697
3,3.184
4,2.663
5,2.445
6,1.153
7,2.685
8,3.041